Molecular formula: C7H10NS
Method: DFT, the ωB97M-V functional and the def2-TZVPD basis

XYZ file:
```
19
Properties=species:S:1:pos:R:3
C -0.843 -1.707 -0.521
C -1.469 -1.227 0.565
C 0.590 -1.515 -0.758
C -0.729 -0.670 1.689
C 0.740 1.892 -0.259
C 1.157 -0.293 -1.011
C -0.454 0.583 1.914
N 0.398 0.871 -1.244
S -0.747 2.071 0.906
H -1.423 -2.086 -1.373
H -2.438 -1.396 0.783
H 1.123 -2.362 -0.920
H -0.592 -1.391 2.500
H 1.738 1.767 0.181
H 0.684 2.828 -0.802
H 2.239 -0.176 -1.365
H -0.068 0.981 2.864
H -0.545 0.553 -0.933
H 0.639 1.277 -2.215
```

Results
**<S²>**: 2.01
**LUMO level (spin up / spin down)**: -3.37 / -7.25 eV
**Multiplicity**: 3
**Gap between HOMO and LUMO (spin up / spin down)**: 5.63 / 6.62 eV
**Net charge**: +1

Molecular formula: C20H28F3MnO5S
Method: DFT, the ωB97M-V functional and the def2-TZVPD basis

XYZ file:
```
58
Properties=species:S:1:pos:R:3
O 2.879 5.566 -4.147
C 4.180 5.281 -4.784
C 4.407 6.744 -5.179
H 4.064 4.590 -5.627
H 4.904 4.888 -4.062
C 3.006 6.972 -4.538
H 4.441 6.950 -6.248
H 5.206 7.258 -4.651
C 1.985 7.339 -5.586
H 2.082 6.666 -6.451
H 2.152 8.372 -5.928
H 0.968 7.278 -5.180
C 3.015 7.921 -3.358
H 3.790 7.652 -2.627
H 2.033 7.949 -2.864
H 3.225 8.939 -3.724
Mn -0.256 0.144 0.392
C -0.026 -0.074 2.472
C 0.799 -1.066 1.827
C 1.754 -0.387 0.997
H 0.785 -2.127 2.054
C 1.538 1.039 1.133
C 0.450 1.227 2.061
H 0.126 2.186 2.455
H -0.792 -0.280 3.215
H 2.583 -0.836 0.468
H 2.173 1.813 0.723
C -2.254 -0.597 0.445
C -2.171 0.793 0.851
C -1.666 1.550 -0.280
H -2.512 1.209 1.791
C -1.454 0.625 -1.366
C -1.824 -0.692 -0.922
H -1.979 -1.537 -1.584
H -2.691 -1.404 1.026
H -1.570 2.629 -0.337
H -1.174 0.883 -2.379
O 1.138 1.594 -2.165
C 1.343 2.998 -1.924
C 2.696 3.357 -2.495
H 1.263 3.237 -0.852
H 0.541 3.541 -2.448
C 3.065 2.183 -3.417
H 3.441 3.459 -1.703
H 2.592 4.296 -3.025
C 2.384 1.050 -2.680
H 4.139 2.054 -3.542
H 2.590 2.336 -4.392
H 3.005 0.748 -1.820
H 2.145 0.158 -3.267
F 1.399 -5.379 -0.157
C 1.767 -4.170 -0.644
F 2.577 -3.581 0.266
F 2.477 -4.365 -1.778
S 0.292 -3.084 -0.982
O -0.400 -3.697 -2.087
O -0.427 -3.088 0.302
O 0.912 -1.773 -1.289
```

Results
**<S²>**: 4.01
**LUMO level (spin up / spin down)**: -5.90 / -5.60 eV
**Multiplicity**: 4
**Gap between HOMO and LUMO (spin up / spin down)**: 6.03 / 6.33 eV
**Net charge**: +1

Molecular formula: C14H18N4O2S
Method: DFT, the ωB97M-V functional and the def2-TZVPD basis

XYZ file:
```
39
Properties=species:S:1:pos:R:3
C -1.119 -2.247 1.920
H -1.292 -3.156 2.375
H -1.640 -1.334 2.142
C -1.276 -2.511 0.309
N -0.849 -1.507 -0.555
C 0.314 -1.265 -0.888
N 0.431 -0.106 -1.270
N -0.632 0.713 -1.343
C -1.509 -0.078 -0.698
C -2.745 0.260 -0.241
C -3.884 -0.114 0.438
C -4.978 0.726 0.367
C -4.378 1.566 -0.261
O -3.125 1.650 -0.535
H -4.856 2.688 -0.467
H -5.912 0.459 1.031
H -3.823 -1.466 0.874
S 1.569 -2.459 -0.798
C 3.076 -1.214 -0.396
H 3.344 -0.757 -1.081
C 2.367 -0.401 0.652
O 1.746 -0.761 1.888
N 2.532 1.034 0.598
C 1.798 1.903 1.603
C 1.554 3.211 0.285
H 1.486 3.983 1.075
C 2.805 2.893 -0.366
H 2.677 3.802 -1.313
C 2.968 1.559 -0.531
H 4.143 1.339 -0.718
H 2.484 1.386 -1.568
H 3.604 3.487 0.053
H 0.705 2.866 -0.056
H 0.953 1.249 1.831
H 2.498 2.067 2.255
H 3.755 -1.790 0.136
H -2.343 -2.675 -0.108
H -0.718 -3.307 0.288
H -0.152 -1.957 2.076
```

Results
**LUMO level**: 0.18 eV
**Multiplicity**: 1
**Gap between HOMO and LUMO**: 8.13 eV
**Net charge**: 0

Energy relative to the best compared isomer or geometry (same formula, charge and spin) for every record listed, in sequence, given in eV: 2.327 0.000 16.566.